The following is a quantum chemistry calculation of a cluster of 12 separate species, C64H164N12O20 in total in a non-equilibrium geometry, from OMol25.

```
260
Properties=species:S:1:pos:R:3:forces:R:3:mulliken_charge:R:1
C 1.339 8.140 -1.508 -0.719 1.109 0.065 -1.46
C 1.962 6.759 -1.508 0.039 0.581 0.062 0.40
C 0.889 5.679 -1.394 0.116 -0.446 -1.039 0.19
O 0.111 5.731 -0.232 0.396 0.825 0.168 -0.46
C -0.858 4.724 -0.215 -0.698 -0.398 0.466 0.18
N 2.776 6.579 -2.724 -0.456 -0.740 0.047 -0.53
H 2.066 8.913 -1.771 0.271 -0.083 0.432 0.40
H 0.836 8.417 -0.579 0.338 -0.136 0.197 0.34
H 0.561 8.325 -2.258 -0.007 -0.726 -0.233 0.30
H 2.683 6.706 -0.690 -0.254 -0.167 0.258 0.24
H 1.322 4.679 -1.539 0.244 -0.043 0.254 -0.11
H 0.230 5.806 -2.268 -0.110 0.103 -0.097 -0.08
H -0.395 3.741 -0.111 -0.101 -0.074 -0.290 -0.32
H -1.562 4.755 -1.057 0.454 -0.041 -0.436 0.13
H -1.534 4.860 0.632 0.394 0.223 0.278 0.35
H 3.327 7.418 -2.852 0.084 -0.024 -0.084 0.27
H 2.160 6.508 -3.529 0.058 0.077 -0.072 0.20
C -4.390 3.815 -1.733 0.175 -0.719 0.979 -0.16
C -5.826 3.584 -1.202 0.327 1.398 -2.710 0.54
C -6.012 2.181 -0.667 0.284 0.520 1.247 -0.94
O -5.379 1.252 -1.512 -0.260 0.121 0.464 0.00
C -5.714 -0.079 -1.184 0.022 -0.690 -1.503 -1.15
N -6.172 4.694 -0.329 -0.742 -0.587 1.685 -0.81
H -4.235 3.317 -2.690 0.057 0.014 0.028 -0.30
H -3.711 3.376 -0.992 0.190 -0.161 -0.182 -0.48
H -4.069 4.855 -1.775 -0.539 0.170 -0.225 0.70
H -6.473 3.670 -2.088 -0.028 -0.377 -0.137 0.19
H -7.074 1.955 -0.515 -0.099 -0.075 -0.259 0.44
H -5.553 2.134 0.332 0.056 -0.041 0.107 0.32
H -5.537 -0.439 -0.168 0.152 0.551 0.212 0.37
H -5.112 -0.682 -1.866 0.142 -0.138 0.277 0.28
H -6.743 -0.303 -1.487 -0.213 0.180 0.351 0.45
H -6.362 5.568 -0.800 0.441 -0.164 -0.535 0.25
H -7.067 4.497 0.116 0.158 -0.076 0.211 0.26
C -0.112 -0.581 3.518 0.622 0.705 -0.132 -0.45
C -0.785 -0.175 4.812 -0.700 -1.055 0.545 -0.18
C -1.919 0.864 4.684 1.661 -0.190 0.053 0.01
O -2.305 1.227 5.991 -0.433 0.189 -0.391 -0.37
C -3.416 2.098 5.955 0.098 0.301 0.298 -0.85
N -1.340 -1.420 5.411 0.619 1.025 -0.628 -0.41
H -0.800 -0.919 2.740 -0.035 -0.259 0.137 -0.33
H 0.643 -1.331 3.755 -0.270 -0.303 -0.078 0.68
H 0.463 0.252 3.099 -0.204 0.115 -0.151 -0.13
H 0.000 0.161 5.493 -0.162 0.428 0.007 0.31
H -2.758 0.443 4.120 -0.080 -0.070 0.010 -0.15
H -1.514 1.721 4.131 -0.257 0.287 0.063 0.48
H -4.235 1.694 5.353 -0.079 -0.177 0.126 0.30
H -3.169 3.080 5.538 0.221 -0.030 -0.130 0.32
H -3.731 2.272 6.983 -0.132 -0.175 -0.038 0.29
H -1.810 -1.170 6.271 -0.359 -0.047 0.088 -0.09
H -2.033 -1.694 4.720 -0.381 -0.209 0.429 0.27
C 4.287 2.819 4.982 0.785 0.409 0.791 -1.71
C 4.140 2.046 3.701 -0.721 -0.282 -0.709 0.72
C 5.363 1.162 3.410 0.101 -0.270 0.637 0.09
O 6.579 1.867 3.262 0.204 0.462 0.077 -0.54
C 6.600 2.773 2.185 -0.579 -0.166 -0.667 -0.58
N 2.964 1.189 3.758 0.277 0.119 0.184 0.13
H 3.605 3.665 5.076 -0.023 -0.002 -0.204 0.39
H 5.315 3.181 5.081 -0.094 0.307 -0.209 0.39
H 4.154 2.213 5.882 -0.236 -0.362 -0.244 0.27
H 4.036 2.742 2.859 0.154 0.211 0.044 0.22
H 5.216 0.484 2.561 -0.337 0.307 -0.265 -0.14
H 5.528 0.509 4.272 -0.018 0.068 0.047 0.06
H 6.295 2.268 1.258 0.120 -0.138 -0.089 0.12
H 7.595 3.183 2.029 0.112 -0.163 0.325 0.36
H 5.890 3.599 2.285 0.115 0.110 0.326 0.27
H 2.050 1.597 3.836 0.084 0.409 -0.242 0.15
H 2.995 0.396 3.133 -0.282 0.712 -0.583 -0.58
C -0.928 3.657 -4.184 -0.740 -0.104 0.198 -0.47
O -1.806 3.239 -5.214 0.094 -0.230 -0.111 -0.01
C -2.907 4.089 -5.471 0.168 0.404 -0.212 -1.15
C -3.991 3.366 -6.212 -1.288 -0.500 -0.576 -0.11
N -5.017 4.288 -6.748 0.893 0.418 0.520 -0.30
C -6.089 3.559 -7.407 0.028 0.134 0.553 -0.52
C -7.225 4.501 -7.736 0.628 -0.164 0.152 -0.66
O -7.824 4.955 -6.525 0.244 0.434 -0.625 -0.23
C -8.989 5.697 -6.819 -0.908 -0.792 0.173 -0.81
H -0.034 3.036 -4.195 -0.096 -0.155 -0.190 0.01
H -1.469 3.498 -3.247 0.314 0.238 0.321 -0.10
H -0.618 4.702 -4.265 -0.130 0.104 -0.157 0.52
H -2.552 4.904 -6.112 -0.142 0.336 0.252 0.30
H -3.363 4.463 -4.547 0.379 0.286 0.144 0.30
H -4.578 2.725 -5.543 0.767 -0.664 0.088 0.32
H -3.595 2.785 -7.048 0.112 -0.135 0.173 -0.04
H -5.397 4.694 -5.897 -0.366 0.384 -0.338 0.32
H -6.465 2.763 -6.747 -0.115 -0.197 -0.168 0.29
H -5.690 3.106 -8.315 -0.101 -0.005 -0.059 0.36
H -7.937 3.984 -8.385 -0.267 0.081 0.086 0.43
H -6.786 5.350 -8.269 -0.212 0.132 -0.146 0.35
H -8.933 6.427 -7.631 0.607 0.057 0.044 0.31
H -9.360 6.188 -5.922 0.252 0.007 0.078 0.23
H -9.748 4.965 -7.126 -0.240 0.192 -0.050 0.32
C -1.012 -4.521 11.289 -0.441 -0.260 0.490 -0.71
O -1.203 -3.135 11.070 -0.401 -0.861 -0.248 -0.47
C -0.518 -2.689 9.927 2.299 0.160 0.442 0.54
C 1.005 -2.522 10.255 -0.592 0.591 -0.462 -0.98
N 1.678 -1.669 9.254 -0.277 -0.621 0.452 -0.31
C 1.655 -2.284 7.900 0.617 0.926 0.749 0.07
C 2.657 -1.512 7.048 -1.390 -0.008 -0.410 -0.68
O 2.681 -2.088 5.749 0.677 0.105 0.735 -0.39
C 3.562 -1.343 4.919 -0.311 -1.329 -0.509 -0.64
H -0.001 -4.796 11.600 0.229 0.221 -0.274 0.32
H -1.316 -5.127 10.431 0.177 0.119 -0.266 0.20
H -1.651 -4.847 12.111 -0.142 0.328 0.045 0.32
H -0.861 -1.679 9.707 -0.338 -0.167 -0.216 0.25
H -0.538 -3.337 9.049 -0.919 -0.109 0.071 -0.22
H 1.585 -3.444 10.302 -0.311 -0.220 0.043 0.37
H 0.982 -2.078 11.253 0.564 0.240 -0.060 0.36
H 1.184 -0.784 9.263 0.107 0.103 -0.336 0.31
H 0.664 -2.248 7.444 0.022 -0.232 -0.241 -0.15
H 2.008 -3.311 8.010 -0.184 -0.110 -0.085 0.32
H 3.619 -1.450 7.564 0.229 -0.294 -0.255 0.39
H 2.280 -0.487 6.937 0.122 0.217 0.167 0.13
H 3.719 -1.967 4.035 0.077 -0.066 -0.137 0.08
H 4.546 -1.236 5.381 0.026 0.306 0.200 0.61
H 3.113 -0.408 4.582 0.473 -0.426 1.023 0.71
C 1.329 -3.479 -5.184 -0.349 0.073 1.338 -0.66
O 1.715 -2.151 -5.445 0.732 -0.161 -0.443 -0.47
C 2.225 -1.485 -4.309 -0.697 0.826 0.211 0.26
C 2.416 0.006 -4.648 0.708 -1.344 -0.096 -0.53
N 3.165 0.618 -3.559 -0.613 0.948 0.808 -0.41
C 3.092 2.090 -3.618 -0.247 -0.784 -0.476 0.11
C 4.130 2.793 -2.744 -1.269 0.714 -2.185 -0.45
O 5.391 2.381 -3.235 0.356 -0.515 0.529 -0.44
C 6.429 2.484 -2.281 -0.074 0.465 -0.044 -0.62
H 2.099 -4.027 -4.631 0.243 -0.068 -0.271 0.20
H 1.030 -4.039 -6.066 0.224 0.388 -0.290 0.37
H 0.474 -3.457 -4.494 -0.181 -0.126 -0.065 0.21
H 3.161 -1.850 -3.870 0.220 -0.542 -0.563 0.54
H 1.506 -1.574 -3.485 -0.164 0.039 0.085 -0.35
H 1.435 0.443 -4.838 0.093 0.374 0.186 -0.30
H 3.007 0.063 -5.570 -0.281 0.062 -0.280 0.73
H 4.151 0.390 -3.611 -0.037 -0.216 -0.149 0.39
H 2.085 2.439 -3.364 -0.014 -0.143 0.370 -0.67
H 3.176 2.331 -4.686 0.470 0.669 0.081 0.85
H 3.846 2.708 -1.694 0.842 -0.559 0.239 0.04
H 3.984 3.845 -3.017 0.194 0.244 0.431 0.44
H 7.397 2.188 -2.684 -0.319 -0.488 -0.344 0.33
H 6.152 1.853 -1.433 0.373 0.258 0.322 0.10
H 6.594 3.538 -2.027 -0.301 -0.052 0.514 0.31
C -3.963 -1.779 8.454 -1.724 -0.332 0.285 -1.02
O -2.938 -2.604 8.008 0.462 -0.147 -0.612 0.23
C -3.348 -3.945 7.876 0.456 -1.148 0.475 -0.82
C -2.329 -4.794 7.050 0.271 1.481 -0.558 -0.94
N -2.025 -4.226 5.704 -0.866 -0.101 0.928 -0.12
C -3.173 -4.446 4.819 0.956 0.687 0.088 -0.58
C -3.092 -3.668 3.498 -0.629 -0.712 0.899 -0.23
O -3.722 -2.395 3.692 0.222 -0.473 -0.594 -0.40
C -3.979 -1.724 2.481 0.141 0.846 -0.192 -1.09
H -4.539 -2.172 9.309 0.814 -0.155 0.503 0.36
H -4.808 -1.770 7.745 0.466 0.606 -0.547 0.28
H -3.587 -0.794 8.710 0.063 0.048 -0.264 0.25
H -4.369 -4.036 7.494 -0.023 0.259 -0.351 0.67
H -3.392 -4.353 8.894 -0.042 -0.263 0.052 0.41
H -2.664 -5.824 6.921 -0.221 0.011 0.187 0.50
H -1.376 -4.818 7.579 -0.061 -0.059 0.194 0.23
H -1.887 -3.215 5.847 0.258 -0.835 -0.226 0.19
H -4.112 -4.140 5.294 -0.225 -0.173 -0.173 0.14
H -3.205 -5.514 4.594 -0.118 -0.023 0.012 0.44
H -3.643 -4.354 2.846 -0.253 0.715 -0.719 0.47
H -2.078 -3.538 3.116 0.153 -0.052 0.084 0.15
H -4.243 -0.690 2.716 -0.408 -0.150 0.214 0.27
H -4.766 -2.185 1.882 -0.072 -0.158 0.078 0.53
H -3.108 -1.583 1.829 0.298 -0.531 0.078 0.21
C -2.047 1.644 1.300 0.138 0.117 0.425 0.35
O -1.343 1.628 0.093 -0.245 0.045 -0.036 1.26
C -1.479 0.459 -0.680 0.927 0.143 -0.684 -0.33
C -0.406 0.558 -1.778 -0.221 -1.091 0.335 0.17
N 0.960 0.212 -1.401 -0.311 0.657 1.034 1.34
C 1.479 1.094 -0.339 -0.023 -0.402 0.183 0.91
C 2.907 0.730 0.091 -0.435 -0.347 -1.553 -1.09
O 2.942 -0.135 1.186 0.737 0.035 0.854 0.74
C 2.373 -1.418 1.085 -0.878 0.083 0.368 -0.46
H -1.806 0.793 1.945 -0.012 -0.166 -0.231 -1.04
H -3.135 1.681 1.170 -0.025 0.077 -0.105 -0.19
H -1.690 2.528 1.831 -0.303 0.104 0.018 0.38
H -2.437 0.441 -1.212 -0.261 -0.101 0.334 -0.20
H -1.345 -0.435 -0.061 -0.068 -0.082 0.005 -0.14
H -0.546 1.571 -2.174 0.234 0.051 -0.320 -0.30
H -0.633 -0.213 -2.520 -0.373 0.362 -0.327 0.42
H 1.543 0.323 -2.225 0.323 -0.099 0.108 -1.02
H 0.894 0.968 0.575 -0.226 -0.078 -0.132 -0.41
H 1.320 2.146 -0.610 0.451 0.188 -0.033 -0.33
H 3.476 1.633 0.314 0.046 -0.113 0.436 0.05
H 3.400 0.224 -0.750 0.076 0.180 -0.175 0.31
H 1.289 -1.335 0.968 0.005 -0.036 -0.371 -0.65
H 2.499 -1.876 2.066 0.316 -0.144 -0.079 -0.14
H 2.785 -2.075 0.316 0.198 0.236 -0.130 0.52
C 6.086 -5.519 -4.258 0.003 -0.694 -0.532 -0.80
O 6.585 -4.914 -3.089 -0.337 0.016 -0.011 -0.21
C 7.449 -5.777 -2.377 0.522 -0.221 0.351 -0.81
C 7.890 -5.143 -1.059 -0.512 -0.288 -0.283 -0.52
N 6.832 -5.213 -0.050 0.198 0.809 0.130 -0.20
C 7.278 -4.783 1.281 -0.147 -0.309 0.213 -1.09
C 6.136 -4.017 1.985 0.238 -0.584 -0.282 -0.46
O 5.457 -3.137 1.108 -0.144 0.686 0.374 0.05
C 6.110 -1.863 1.002 -0.057 -1.051 -0.158 -0.73
H 5.599 -6.485 -4.083 -0.023 -0.025 0.449 0.33
H 6.874 -5.746 -4.984 0.265 0.200 0.053 0.34
H 5.343 -4.919 -4.779 0.119 0.507 0.390 0.20
H 8.345 -6.003 -2.966 0.043 0.140 -0.220 0.44
H 6.972 -6.741 -2.172 -0.233 0.022 0.042 0.38
H 8.210 -4.120 -1.294 0.074 0.128 0.176 0.27
H 8.752 -5.682 -0.663 0.072 -0.091 -0.184 0.55
H 6.132 -4.514 -0.285 -0.134 -0.214 -0.352 0.02
H 8.208 -4.202 1.294 -0.073 0.277 -0.382 0.43
H 7.516 -5.669 1.877 -0.078 0.019 0.142 0.39
H 6.549 -3.504 2.858 -0.159 0.149 0.049 0.38
H 5.388 -4.734 2.321 -0.046 0.030 0.029 0.34
H 6.195 -1.402 1.987 0.180 0.023 0.013 0.43
H 5.520 -1.218 0.355 -0.058 -0.097 -0.048 -0.17
H 7.085 -2.073 0.556 0.221 0.591 0.058 0.38
C 0.040 4.298 -9.835 0.635 -0.090 -1.043 -0.76
O -0.546 3.075 -9.472 0.818 0.176 0.202 -0.37
C -0.162 2.664 -8.172 -1.089 -1.102 0.169 -0.07
C -0.800 1.282 -7.968 -0.622 0.790 0.468 -0.64
N -0.698 0.937 -6.563 0.012 -0.124 0.776 0.56
C -1.160 -0.398 -6.215 -0.237 -0.296 0.004 -0.16
C -2.667 -0.578 -6.225 -0.652 -0.870 -0.286 -0.98
O -3.401 0.306 -5.417 -0.273 0.913 0.216 -0.28
C -3.214 0.226 -4.017 0.796 -0.431 -0.346 -0.07
H 1.135 4.235 -9.847 0.049 -0.057 0.342 0.31
H -0.244 5.169 -9.238 -0.283 -0.182 0.198 0.26
H -0.209 4.460 -10.885 -0.319 0.203 0.135 0.28
H -0.633 3.362 -7.474 0.318 -0.020 0.350 -0.01
H 0.898 2.524 -7.933 0.256 0.629 -0.596 0.40
H -0.336 0.505 -8.576 0.000 0.131 -0.144 0.45
H -1.849 1.443 -8.250 -0.022 -0.481 -0.396 0.22
H -1.282 1.607 -6.053 0.366 -0.184 -0.039 -0.26
H -0.839 -0.725 -5.220 0.417 0.437 0.065 -0.53
H -0.718 -1.136 -6.889 -0.007 0.045 -0.087 0.84
H -2.939 -1.607 -5.938 0.340 -0.137 0.173 0.44
H -3.093 -0.492 -7.228 0.123 0.390 -0.011 0.33
H -3.855 0.943 -3.510 -0.327 -0.152 -0.175 -0.19
H -2.192 0.459 -3.713 0.149 0.229 -0.218 0.02
H -3.370 -0.803 -3.673 -0.391 -0.041 0.147 0.39
C -5.675 -3.758 -0.767 0.339 -0.585 0.204 -0.97
O -4.406 -3.155 -0.792 0.185 0.609 0.107 0.17
C -3.317 -4.059 -0.810 -0.516 -0.068 0.252 -1.13
C -2.004 -3.295 -0.770 -0.235 -0.996 0.610 1.50
N -0.900 -4.258 -0.940 -0.089 1.254 -0.551 -0.40
C 0.363 -3.496 -0.816 -0.690 -0.731 0.614 0.63
C 1.564 -4.375 -1.181 -0.801 1.300 0.205 -0.91
O 2.056 -4.945 0.002 -0.487 -0.330 0.517 -0.38
C 3.256 -5.665 -0.161 0.252 0.900 -0.480 -0.61
H -5.852 -4.313 -1.693 -0.239 0.169 -0.120 0.29
H -6.426 -2.992 -0.583 0.020 0.082 -0.281 0.25
H -5.757 -4.489 0.048 0.081 0.008 0.111 0.35
H -3.401 -4.731 -1.670 0.243 0.143 -0.228 0.42
H -3.380 -4.703 0.078 0.041 -0.068 0.092 0.31
H -1.910 -2.812 0.211 -0.192 0.183 0.114 -0.69
H -2.000 -2.478 -1.493 0.214 -0.297 -0.397 -0.42
H -0.933 -4.920 -0.172 -0.058 -0.062 -0.019 0.38
H 0.437 -3.152 0.223 0.433 -0.050 0.049 0.34
H 0.244 -2.568 -1.378 0.393 -0.212 -0.472 -0.59
H 2.283 -3.694 -1.651 0.483 -0.378 -0.096 0.27
H 1.176 -5.109 -1.893 0.394 -0.218 -0.139 0.62
H 3.114 -6.568 -0.761 0.099 0.001 -0.038 0.33
H 3.697 -5.907 0.803 -0.329 -0.066 0.094 0.24
H 3.933 -4.951 -0.646 0.411 -0.521 -0.221 0.16
```
Forces are in eV/Å.

- E_HOMO: -8.08 eV
- Largest force on an atom: 3.07 eV Å⁻¹
- Energy relative to the best compared isomer or geometry (same formula, charge and spin): 0.0 kcal/mol
- LUMO energy: 0.491 eV
- Kohn-Sham gap: 0.31484 hartree